[1]
Molecular formula: C28H72N20O39P
Method: DFT, ωB97M-V/def2-TZVPD

Each line ends with the Löwdin charge.
Cartesian coordinates (Å):
1 P -4.16 0.86 3.50  0.558
2 O -6.82 -0.93 -0.02  0.063
3 O 6.62 -1.16 0.72  0.059
4 O 12.45 1.56 -3.89  0.046
5 O 1.08 7.69 10.85  0.061
6 O -3.31 -0.06 4.73  -0.336
7 O 8.39 -0.57 -3.61  0.044
8 O 1.48 2.37 -5.64  0.074
9 O 2.90 -1.16 -3.89  0.069
10 O 8.92 -5.61 1.88  0.063
11 O 3.09 7.03 11.30  0.050
12 O 4.75 2.30 -2.20  0.083
13 O 6.29 -1.21 -8.46  0.060
14 O -6.28 -0.28 -2.01  0.048
15 O -2.49 -6.13 -0.81  0.060
16 O 6.85 -6.02 2.38  0.065
17 O -4.37 9.50 1.81  0.043
18 O -6.90 -2.90 -4.46  0.069
19 O -8.23 1.19 5.94  0.068
20 O 11.50 2.97 -2.56  0.060
21 O 3.65 -1.69 -1.93  0.028
22 O 2.34 4.34 -5.88  0.050
23 O -3.31 -0.46 -9.70  0.052
24 O -4.13 -4.73 -0.56  0.048
25 O -0.94 1.62 8.10  0.083
26 O 6.32 -3.14 -7.47  0.059
27 O -4.65 4.11 2.66  0.014
28 O -3.31 -2.39 -8.73  0.060
29 O 2.27 0.10 2.08  0.057
30 O -4.13 -0.50 2.37  -0.285
31 O -5.15 -3.52 -5.58  0.032
32 O -0.88 -2.71 -3.33  0.045
33 O 8.62 -1.81 1.22  0.057
34 O -0.29 3.33 9.27  0.024
35 O -4.92 8.84 3.80  0.051
36 O -9.13 -0.77 6.16  0.051
37 O 1.36 -0.79 0.33  0.057
38 O 7.54 -2.54 -3.37  0.062
39 O -1.63 -2.17 -5.28  0.061
40 O 6.11 1.87 -3.83  0.022
41 N -9.15 0.41 5.84  -0.447
42 N 1.43 3.54 -5.97  -0.426
43 N 7.50 -2.00 0.80  -0.439
44 N -6.07 -2.76 -5.34  -0.415
45 N 2.87 -1.80 -2.86  -0.413
46 N -1.00 2.79 8.43  -0.434
47 N -2.71 1.69 2.91  -0.032
48 N -3.48 -5.71 -0.24  -0.429
49 N 6.85 -2.12 -7.87  -0.457
50 N 11.67 1.86 -3.01  -0.450
51 N -5.38 1.86 2.60  -0.244
52 N -4.46 8.66 2.69  -0.454
53 N -2.77 -1.38 -9.13  -0.448
54 N 2.22 -0.14 0.89  -0.424
55 N 7.48 -1.37 -3.70  -0.414
56 N 8.04 -5.93 2.65  -0.445
57 N -6.37 -1.11 -1.12  -0.429
58 N 5.10 2.37 -3.36  -0.406
59 N -1.66 -2.82 -4.25  -0.416
60 N 1.96 6.85 10.90  -0.453
61 C -1.61 1.12 3.24  -0.413
62 C 1.79 -2.81 -2.71  0.047
63 C -0.99 -0.17 2.60  -0.051
64 C -6.51 3.58 4.14  -0.031
65 C 7.17 -3.38 0.34  0.049
66 C 8.31 -1.97 -7.64  0.043
67 C 3.33 0.39 0.04  0.037
68 C -3.96 7.29 2.39  0.041
69 C 8.44 -6.25 4.05  0.047
70 C -1.30 -1.26 -8.91  0.044
71 C -6.19 -1.54 -6.18  0.063
72 C -5.26 1.74 1.12  -0.143
73 C -4.23 -1.67 3.20  -0.320
74 C -3.94 -6.47 0.95  0.042
75 C 0.14 4.02 -6.53  0.052
76 C 4.22 3.11 -4.30  0.025
77 C -5.40 3.23 3.04  -0.532
78 C -4.02 -1.29 4.78  -0.259
79 C -2.21 -3.57 2.94  0.037
80 C -3.13 -2.78 2.97  -0.085
81 C -10.43 0.93 5.27  0.037
82 C -2.00 3.65 7.74  0.051
83 C -5.87 -2.48 -1.42  0.028
84 C 6.20 -0.89 -4.28  0.047
85 C -2.75 -3.82 -4.11  0.054
86 C 10.84 0.75 -2.44  0.040
87 C 1.62 5.48 10.43  0.030
88 C -0.75 1.82 4.39  -0.051
89 H 3.37 3.49 -3.75  0.091
90 H -3.13 -6.46 1.68  0.094
91 H 0.31 1.44 4.27  0.059
92 H -0.62 3.87 -5.78  0.106
93 H 1.18 -2.80 -3.61  0.067
94 H 2.29 5.24 9.60  0.104
95 H -6.70 -3.17 -1.30  0.106
96 H 10.26 0.33 -3.25  0.061
97 H 4.26 -0.03 0.41  0.090
98 H -3.58 7.27 1.37  0.095
99 H -6.11 -0.67 -5.52  0.106
100 H -0.95 -2.15 -8.39  0.093
101 H -5.98 3.75 5.12  0.074
102 H 0.58 5.47 10.10  0.074
103 H -5.07 -2.69 -0.71  0.080
104 H 3.15 0.10 -0.98  0.055
105 H -1.14 -0.37 -8.30  0.100
106 H -5.49 -2.51 -2.44  0.062
107 H 0.00 0.13 2.13  0.041
108 H -2.55 3.05 7.03  0.094
109 H -0.06 3.43 -7.43  0.100
110 H -7.20 2.69 4.22  0.051
111 H -6.02 0.98 0.75  0.053
112 H 0.25 5.07 -6.78  0.096
113 H 1.20 -2.54 -1.84  0.096
114 H 9.14 -7.08 4.01  0.100
115 H -11.20 0.79 6.03  0.094
116 H -4.21 1.56 0.74  0.072
117 H -10.30 1.98 5.04  0.093
118 H 8.79 -1.87 -8.61  0.099
119 H -4.42 1.82 4.58  0.035
120 H -0.83 -1.17 -9.88  0.099
121 H 7.86 -3.62 -0.47  0.103
122 H -4.94 -1.35 5.44  0.105
123 H 7.56 -6.52 4.62  0.096
124 H 3.90 2.42 -5.07  0.086
125 H -10.64 0.35 4.38  0.099
126 H 10.19 1.16 -1.67  0.101
127 H 4.80 3.93 -4.72  0.105
128 H -7.16 -1.57 -6.67  0.103
129 H -3.18 7.06 3.10  0.104
130 H -5.39 -1.54 -6.91  0.083
131 H -1.38 -4.25 3.24  0.039
132 H -3.40 -2.14 5.20  0.106
133 H 6.29 0.16 -4.53  0.061
134 H 5.43 -1.04 -3.52  0.075
135 H -5.58 2.74 0.68  0.080
136 H -4.17 -7.48 0.62  0.096
137 H 8.45 -1.07 -7.04  0.098
138 H 7.30 -4.05 1.18  0.051
139 H -3.36 -3.80 -5.01  0.055
140 H -1.16 1.53 5.41  0.060
141 H -4.80 6.60 2.49  0.083
142 H 8.67 -2.84 -7.11  0.097
143 H -7.12 4.46 3.81  0.068
144 H 5.99 -1.49 -5.17  0.092
145 H -0.77 2.93 4.22  0.071
146 H -4.83 -5.99 1.35  0.098
147 H -5.35 0.19 4.03  0.035
148 H -2.67 4.05 8.51  0.099
149 H -3.34 -3.54 -3.24  0.092
150 H 1.77 4.80 11.26  0.103
151 H -5.20 -2.21 2.93  0.133
152 H 8.91 -5.36 4.46  0.104
153 H 11.53 0.02 -2.01  0.103
154 H 6.14 -3.40 -0.01  0.099
155 H -1.46 4.45 7.24  0.102
156 H 2.27 -3.79 -2.59  0.108
157 H 3.32 1.48 0.14  0.101
158 H -2.29 -4.79 -3.98  0.108
159 H -0.84 -1.00 3.34  0.085
160 H -1.64 -0.49 1.74  0.080

Calculated values
**E_LUMO**: 0.827 eV
**Maximum force**: 0.06765 Eh/bohr
**Gap between HOMO and LUMO**: 0.175 Eh
**Charge**: -1

[2]
Molecular formula: C42H51FN2PdS2
Method: DFT, ωB97M-V/def2-TZVPD

Each line ends with the natural charge from an NBO analysis.
Cartesian coordinates (Å):
1 Pd 1.92 -0.09 0.12  0.478
2 S 4.39 -0.09 0.37  -0.092
3 S 1.91 -0.68 2.43  -0.120
4 F -6.45 -0.85 0.60  -0.319
5 N 0.03 -1.58 -0.53  -0.682
6 N -0.57 1.91 -0.40  -0.481
7 C 3.77 -0.57 4.41  -0.658
8 C 3.52 -0.47 2.92  -0.161
9 C 1.42 -5.06 -0.38  -0.247
10 C -3.32 -3.65 0.18  -0.598
11 C 2.53 -3.55 -2.90  -0.598
12 C 2.98 3.30 0.22  -0.599
13 C 2.52 -3.11 -1.43  -0.267
14 C 5.99 -0.08 2.57  -0.654
15 C 0.42 -5.72 0.32  -0.187
16 C -3.18 0.17 1.70  -0.187
17 C -2.74 4.03 2.31  -0.599
18 C -5.21 -0.35 0.57  0.391
19 C -4.47 -0.33 1.74  -0.284
20 C 0.21 -2.98 -0.25  0.072
21 C 1.00 5.30 -0.86  -0.214
22 C -2.60 0.67 0.51  -0.077
23 C -2.27 -2.93 2.35  -0.603
24 C -0.35 3.36 -0.30  0.108
25 C 1.35 -3.70 -0.67  0.094
26 C -1.30 1.23 0.61  0.015
27 C 2.23 3.27 -1.13  -0.236
28 C -0.95 -2.05 -4.08  -0.202
29 C -0.69 -2.24 -2.73  -0.258
30 C -1.02 5.63 0.29  -0.239
31 C -0.55 1.43 -1.72  0.004
32 C -0.53 0.16 -2.33  -0.081
33 C -0.69 -5.00 0.72  -0.245
34 C -3.77 4.92 0.18  -0.600
35 C 4.58 -0.22 2.05  -0.183
36 C -3.43 0.68 -0.64  -0.206
37 C -0.82 -3.65 0.43  0.065
38 C 0.86 3.91 -0.83  -0.006
39 C 0.10 6.16 -0.29  -0.194
40 C -2.11 -2.97 0.83  -0.261
41 C -1.31 4.27 0.25  0.065
42 C -2.71 3.97 0.78  -0.260
43 C -0.92 -0.76 -4.59  -0.241
44 C 3.85 -3.50 -0.78  -0.597
45 C -0.40 -1.20 -1.85  0.127
46 C -0.72 0.29 -3.74  -0.183
47 C 2.43 1.94 -1.86  -0.539
48 C -4.71 0.17 -0.61  -0.267
49 H -1.07 -0.58 -5.65  0.216
50 H 2.46 -2.02 -1.41  0.212
51 H -3.52 -4.63 0.64  0.201
52 H -1.48 -5.51 1.26  0.209
53 H -2.05 3.31 2.75  0.209
54 H 1.91 5.71 -1.29  0.208
55 H -0.58 2.26 -2.42  0.196
56 H 6.66 0.16 1.75  0.232
57 H -4.76 4.49 0.33  0.212
58 H 1.90 1.92 -2.81  0.219
59 H -0.87 1.33 1.60  0.204
60 H 1.62 -3.24 -3.42  0.216
61 H -3.60 5.06 -0.89  0.214
62 H -3.76 5.90 0.66  0.199
63 H 2.51 2.61 0.92  0.217
64 H 3.64 0.41 4.88  0.226
65 H -3.02 3.00 0.48  0.213
66 H 3.05 -1.25 4.86  0.232
67 H 4.68 -3.02 -1.30  0.213
68 H 2.28 -5.62 -0.71  0.211
69 H -2.60 0.21 2.62  0.223
70 H -4.91 -0.70 2.66  0.236
71 H -1.74 6.29 0.75  0.210
72 H -2.10 -1.95 0.47  0.203
73 H -5.34 0.19 -1.50  0.235
74 H 4.02 -4.58 -0.81  0.195
75 H 0.27 7.23 -0.29  0.214
76 H -3.16 -3.80 -0.89  0.215
77 H 2.61 -4.64 -2.97  0.199
78 H -1.15 -2.90 -4.72  0.214
79 H 2.15 1.01 -1.33  0.122
80 H -0.75 1.30 -4.14  0.203
81 H -3.08 1.14 -1.55  0.229
82 H -1.45 -2.37 2.82  0.216
83 H -0.48 -1.10 0.19  0.410
84 H 6.33 -1.01 3.03  0.219
85 H 4.02 3.01 0.08  0.217
86 H 3.49 1.84 -2.08  0.225
87 H 2.73 3.99 -1.78  0.207
88 H 3.38 -3.11 -3.42  0.209
89 H -2.27 -3.94 2.77  0.206
90 H 6.05 0.71 3.32  0.220
91 H 3.87 -3.18 0.27  0.223
92 H 4.77 -0.92 4.63  0.216
93 H -2.46 5.02 2.66  0.205
94 H -4.21 -3.03 0.31  0.210
95 H -3.74 3.81 2.68  0.210
96 H 2.95 4.30 0.64  0.210
97 H 0.50 -6.78 0.53  0.212
98 H -0.68 -3.25 -2.34  0.230
99 H -3.22 -2.46 2.63  0.206

Calculated values
**Spin multiplicity**: 5
**E_LUMO (spin up / spin down)**: 0.591 / -1.244 eV
**Maximum force**: 0.02906 Eh/bohr
**Gap between HOMO and LUMO (spin up / spin down)**: 0.243 / 0.244 Eh
**Relative energy (zero: lowest compared OMol25 entry of this formula, charge and spin)**: 18.4 kcal/mol
**Charge**: 0

[3]
Molecular formula: C4H6F2N2
Method: DFT, ωB97M-V/def2-TZVPD

Each line ends with the natural charge from an NBO analysis.
Cartesian coordinates (Å):
1 F 0.17 -1.70 -1.20  -0.345
2 F -2.12 -1.46 -0.99  -0.330
3 N -0.80 1.17 0.09  -0.237
4 N -0.62 0.18 1.02  -0.204
5 C 1.47 1.34 -0.08  -0.711
6 C 0.16 1.83 -0.36  0.071
7 C -0.95 -1.87 -0.36  0.521
8 C -0.76 -1.12 0.95  -0.037
9 H 1.59 1.41 1.05  0.249
10 H -1.07 -2.84 -0.05  0.134
11 H 1.38 0.16 -0.37  0.246
12 H -0.13 2.82 -0.85  0.205
13 H 2.40 1.71 -0.73  0.237
14 H -0.73 -1.62 1.87  0.201

Calculated values
**E_LUMO**: 0.625 eV
**Maximum force**: 0.09018 Eh/bohr
**Gap between HOMO and LUMO**: 0.374 Eh
**Relative energy (zero: lowest compared OMol25 entry of this formula, charge and spin)**: 65.3 kcal/mol
**SMILES**: C/C=N\N=C/C(F)F
**Charge**: 0

Please write out number 3 again, unchanged.
Molecular formula: C4H6F2N2
Method: DFT, ωB97M-V/def2-TZVPD

Each line ends with the natural charge from an NBO analysis.
Cartesian coordinates (Å):
1 F 0.17 -1.70 -1.20  -0.345
2 F -2.12 -1.46 -0.99  -0.330
3 N -0.80 1.17 0.09  -0.237
4 N -0.62 0.18 1.02  -0.204
5 C 1.47 1.34 -0.08  -0.711
6 C 0.16 1.83 -0.36  0.071
7 C -0.95 -1.87 -0.36  0.521
8 C -0.76 -1.12 0.95  -0.037
9 H 1.59 1.41 1.05  0.249
10 H -1.07 -2.84 -0.05  0.134
11 H 1.38 0.16 -0.37  0.246
12 H -0.13 2.82 -0.85  0.205
13 H 2.40 1.71 -0.73  0.237
14 H -0.73 -1.62 1.87  0.201

Calculated values
**E_LUMO**: 0.625 eV
**Maximum force**: 0.09018 Eh/bohr
**Gap between HOMO and LUMO**: 0.374 Eh
**Relative energy (zero: lowest compared OMol25 entry of this formula, charge and spin)**: 65.3 kcal/mol
**SMILES**: C/C=N\N=C/C(F)F
**Charge**: 0

What did the third record say?
Molecular formula: C4H6F2N2
Method: DFT, ωB97M-V/def2-TZVPD

Each line ends with the natural charge from an NBO analysis.
Cartesian coordinates (Å):
1 F 0.17 -1.70 -1.20  -0.345
2 F -2.12 -1.46 -0.99  -0.330
3 N -0.80 1.17 0.09  -0.237
4 N -0.62 0.18 1.02  -0.204
5 C 1.47 1.34 -0.08  -0.711
6 C 0.16 1.83 -0.36  0.071
7 C -0.95 -1.87 -0.36  0.521
8 C -0.76 -1.12 0.95  -0.037
9 H 1.59 1.41 1.05  0.249
10 H -1.07 -2.84 -0.05  0.134
11 H 1.38 0.16 -0.37  0.246
12 H -0.13 2.82 -0.85  0.205
13 H 2.40 1.71 -0.73  0.237
14 H -0.73 -1.62 1.87  0.201

Calculated values
**E_LUMO**: 0.625 eV
**Maximum force**: 0.09018 Eh/bohr
**Gap between HOMO and LUMO**: 0.374 Eh
**Relative energy (zero: lowest compared OMol25 entry of this formula, charge and spin)**: 65.3 kcal/mol
**SMILES**: C/C=N\N=C/C(F)F
**Charge**: 0

Among the records above, which one has the highest maximum force?
C4H6F2N2